No. 1
Formula: C22H45F3N5O6
Source: the Open Molecules 2025 dataset
Level of theory: ωB97M-V with the def2-TZVPD basis set

Structure (ORCA input):
```
! RIJCOSX wB97M-V def2-TZVPD def2/J DEFGRID3
* xyz 1 1
C 3.63 3.01 -2.25
C 2.92 3.85 -3.41
N 3.41 5.02 -3.69
C 1.71 3.12 -4.14
C 0.54 4.09 -4.65
C 0.93 4.60 -6.15
C 0.71 6.17 -5.96
N 0.30 6.48 -4.74
C 0.09 5.34 -3.80
C -1.54 5.32 -3.70
C -2.10 4.03 -2.94
C -3.41 3.43 -3.58
F -3.32 3.21 -4.96
F -4.55 4.22 -3.35
F -3.63 2.16 -3.01
O 0.46 5.45 -2.42
N 0.36 6.79 -2.04
O 1.42 7.30 -2.03
H 2.89 2.69 -1.44
H 3.97 2.04 -2.76
H 4.56 3.51 -1.85
H 2.86 5.40 -4.48
H 2.14 2.57 -5.04
H 1.24 2.34 -3.47
H -0.32 3.36 -4.88
H 2.00 4.25 -6.38
H 0.18 4.24 -6.92
H 0.88 6.95 -6.78
H 0.13 7.48 -4.57
H -1.96 5.35 -4.76
H -1.94 6.23 -3.16
H -2.40 4.37 -1.88
H -1.31 3.23 -2.83
C 0.81 -2.60 1.77
O 2.07 -2.05 2.13
C 3.19 -2.89 1.84
C 3.94 -2.44 0.59
N 3.17 -2.68 -0.64
C 3.62 -1.93 -1.81
C 3.79 -0.41 -1.71
O 2.58 0.34 -1.63
C 1.94 0.29 -0.36
H 0.04 -2.02 2.29
H 0.62 -2.51 0.70
H 0.73 -3.64 2.08
H 2.89 -3.95 1.78
H 3.87 -2.80 2.69
H 4.89 -2.98 0.52
H 4.16 -1.38 0.72
H 2.20 -2.46 -0.47
H 2.88 -2.13 -2.60
H 4.56 -2.37 -2.15
H 4.26 -0.08 -2.65
H 4.49 -0.11 -0.92
H 2.66 0.33 0.46
H 1.32 -0.60 -0.30
H 1.28 1.15 -0.28
C -2.52 -6.52 6.95
O -3.77 -6.31 6.31
C -4.53 -5.22 6.83
C -4.46 -3.99 5.92
N -3.14 -3.36 5.93
C -2.86 -2.45 4.82
C -3.08 -2.94 3.37
O -2.14 -3.89 2.91
C -2.31 -5.21 3.42
H -2.18 -7.52 6.69
H -1.77 -5.81 6.60
H -2.61 -6.46 8.04
H -4.24 -4.98 7.86
H -5.57 -5.56 6.86
H -5.21 -3.26 6.24
H -4.73 -4.33 4.91
H -2.43 -4.08 5.94
H -1.81 -2.16 4.91
H -3.46 -1.55 4.97
H -2.96 -2.07 2.72
H -4.10 -3.29 3.19
H -3.36 -5.49 3.49
H -1.81 -5.29 4.38
H -1.81 -5.90 2.74
*
```

Properties
gap between HOMO and LUMO: 4.7 eV
E_LUMO: -5.194 eV
relative energy (zero: lowest compared OMol25 entry of this formula, charge and spin): 66.5 kcal per mole

No. 2
Formula: C33H42ClI2N5OPbS2
Source: the Open Molecules 2025 dataset
Level of theory: ωB97M-V with the def2-TZVPD basis set

Structure (ORCA input):
```
! RIJCOSX wB97M-V def2-TZVPD def2/J DEFGRID3
* xyz 2 1
Pb -0.78 0.35 0.81
C -0.11 0.50 -2.32
N 0.32 1.46 -1.26
C 1.80 1.43 -1.08
C 2.28 0.30 -0.19
N 1.77 0.40 1.22
C 2.15 1.70 1.82
C 2.30 -0.73 1.99
C 3.49 -0.59 2.68
C 4.02 -1.65 3.41
C 3.36 -2.88 3.48
C 2.19 -3.05 2.78
C 1.63 -1.99 2.02
S 0.23 -2.33 1.13
C -0.15 2.81 -1.54
C 0.07 3.36 -2.79
C -0.39 4.64 -3.10
C -1.11 5.39 -2.16
C -1.33 4.87 -0.91
C -0.84 3.58 -0.56
S -1.10 3.10 1.06
H 0.40 0.67 -3.27
H -1.18 0.58 -2.48
H 0.13 -0.52 -2.00
H 2.11 2.39 -0.67
H 2.30 1.33 -2.06
H 3.37 0.31 -0.18
H 1.96 -0.67 -0.59
H 3.20 1.96 1.62
H 2.00 1.66 2.90
H 1.53 2.50 1.42
H 4.03 0.34 2.66
H 4.96 -1.52 3.93
H 3.77 -3.69 4.07
H 1.66 -3.99 2.80
H 0.61 2.80 -3.54
H -0.19 5.05 -4.08
H -1.48 6.38 -2.42
H -1.88 5.44 -0.17
I -3.97 -0.97 0.87
C -3.92 -0.30 2.89
I -1.99 -0.04 3.78
H -4.42 -1.05 3.49
H -4.42 0.66 2.94
C -1.18 -4.24 -7.36
C -0.19 -4.11 -6.19
C 1.17 -4.51 -6.77
C -0.16 -2.64 -5.78
C -0.58 -5.05 -4.99
O -0.87 -6.38 -5.43
C -1.71 -4.53 -4.07
C -3.18 -4.70 -4.55
C -3.95 -3.40 -4.61
C -4.58 -2.98 -5.77
C -5.31 -1.79 -5.82
C -5.42 -1.02 -4.69
Cl -6.32 0.46 -4.72
C -4.82 -1.42 -3.51
C -4.09 -2.61 -3.47
C 0.63 -5.37 -4.08
N 1.17 -4.25 -3.30
C 0.74 -3.78 -2.11
N 1.50 -2.76 -1.73
C 2.40 -2.67 -2.75
N 2.24 -3.55 -3.71
H -0.91 -3.51 -8.13
H -2.21 -4.02 -7.08
H -1.14 -5.22 -7.84
H 1.34 -3.97 -7.70
H 1.20 -5.58 -7.01
H 2.00 -4.28 -6.10
H 0.30 -2.05 -6.58
H 0.44 -2.47 -4.87
H -1.16 -2.24 -5.61
H -1.44 -6.35 -6.20
H -1.53 -3.48 -3.83
H -1.62 -5.08 -3.12
H -3.69 -5.38 -3.88
H -3.22 -5.18 -5.52
H -4.52 -3.59 -6.67
H -5.79 -1.47 -6.74
H -4.96 -0.82 -2.62
H -3.64 -2.93 -2.54
H 1.44 -5.80 -4.66
H 0.29 -6.13 -3.37
H -0.08 -4.21 -1.56
H 3.21 -1.95 -2.77
*
```

Properties
gap between HOMO and LUMO (spin up / spin down): 4.7 / 4.2 eV
E_LUMO (spin up / spin down): -7.902 / -8.434 eV
relative energy (zero: lowest compared OMol25 entry of this formula, charge and spin): 23.8 kcal per mole

No. 3
Formula: C16H48Cl2O16S8Tl
Source: the Open Molecules 2025 dataset
Level of theory: ωB97M-V with the def2-TZVPD basis set

Structure (ORCA input):
```
! RIJCOSX wB97M-V def2-TZVPD def2/J DEFGRID3
* xyz 1 1
Tl -0.54 -0.95 -0.11
Cl 4.45 1.62 1.38
O 4.60 0.15 1.44
O 2.97 1.84 1.26
O 4.96 2.26 2.56
O 5.06 2.11 0.17
Cl -4.87 -2.12 3.23
O -5.40 -0.95 2.46
O -5.32 -2.15 4.57
O -5.26 -3.34 2.59
O -3.38 -1.97 3.21
C -0.06 -0.45 -4.00
S -0.13 -1.99 -3.17
O -1.20 -1.68 -2.08
C -0.90 -2.93 -4.54
H -1.07 -0.01 -3.95
H 0.33 -0.50 -5.00
H 0.67 0.19 -3.46
H -0.44 -2.58 -5.42
H -1.96 -2.62 -4.61
H -0.90 -4.01 -4.36
C 0.86 0.29 3.86
S -0.62 -0.22 3.05
O 0.20 -0.42 1.72
C -0.68 -2.03 3.53
H 0.61 0.47 4.92
H 1.18 1.24 3.40
H 1.60 -0.48 3.91
H 0.33 -2.44 3.70
H -1.17 -2.48 2.72
H -1.35 -2.28 4.39
C -3.90 1.96 1.99
S -3.63 1.40 0.32
O -2.63 0.25 0.49
C -5.25 0.49 -0.06
H -3.01 2.52 2.25
H -4.02 1.00 2.62
H -4.75 2.59 2.06
H -5.36 0.33 -1.10
H -6.01 1.18 0.36
H -5.20 -0.35 0.58
C 1.08 6.62 3.63
S -0.38 5.51 3.56
O 0.06 4.08 3.46
C -0.85 5.77 5.35
H 0.71 7.57 3.97
H 1.53 6.62 2.70
H 1.73 6.24 4.43
H -1.48 4.86 5.48
H -1.42 6.67 5.26
H 0.05 5.84 6.05
C 3.40 -0.70 -1.56
S 2.59 -0.97 0.06
O 1.36 -1.76 -0.48
C 3.56 -2.34 0.68
H 3.40 -1.71 -2.03
H 4.39 -0.43 -1.31
H 2.93 0.10 -2.11
H 4.64 -2.28 0.49
H 3.15 -3.22 0.17
H 3.43 -2.48 1.72
C 1.66 3.31 -1.23
S 0.08 2.65 -0.85
O 0.15 1.18 -1.29
C 0.16 2.36 0.90
H 1.61 4.40 -1.39
H 1.84 2.82 -2.17
H 2.45 3.12 -0.48
H 0.91 1.57 0.98
H -0.91 2.10 1.09
H 0.50 3.28 1.38
C -3.86 -2.47 0.25
S -2.63 -3.73 0.06
O -1.42 -2.88 0.33
C -2.88 -4.64 1.54
H -3.82 -1.99 1.17
H -4.83 -2.84 0.04
H -3.47 -1.87 -0.57
H -2.99 -3.90 2.34
H -1.99 -5.33 1.65
H -3.72 -5.25 1.33
C 3.73 -2.62 -8.29
S 3.29 -1.20 -7.20
O 2.19 -1.62 -6.34
C 4.77 -1.17 -6.23
H 3.50 -3.51 -7.69
H 4.78 -2.67 -8.56
H 3.04 -2.52 -9.11
H 4.62 -0.46 -5.46
H 5.58 -0.83 -6.81
H 4.95 -2.17 -5.80
*
```

Properties
gap between HOMO and LUMO: 7.9 eV
E_LUMO: -3.365 eV

No. 4
Formula: C4H2FO2
Source: the Open Molecules 2025 dataset
Level of theory: ωB97M-V with the def2-TZVPD basis set

Structure (ORCA input):
```
! RIJCOSX wB97M-V def2-TZVPD def2/J DEFGRID3
* xyz -1 1
C 0.93 0.57 -0.72
C 2.06 0.93 -0.10
C -2.15 0.00 0.09
C 1.22 -0.24 0.43
O -1.89 0.85 0.83
O -2.55 -0.80 -0.63
F 1.60 -1.66 0.23
H 0.17 0.63 -1.49
H 0.62 -0.28 1.35
*
```

Properties
gap between HOMO and LUMO: 5.9 eV
E_LUMO: 3.210 eV
relative energy (zero: lowest compared OMol25 entry of this formula, charge and spin): 26.5 kcal per mole

No. 5
Formula: C28H45BrN2OOsP2
Source: the Open Molecules 2025 dataset
Level of theory: ωB97M-V with the def2-TZVPD basis set

Structure (ORCA input):
```
! RIJCOSX wB97M-V def2-TZVPD def2/J DEFGRID3
* xyz 4 5
C 1.11 -0.44 -5.92
C 0.98 0.80 -5.21
C 1.36 1.97 -5.93
C 1.85 1.86 -7.22
N 1.98 0.69 -7.84
C 1.61 -0.43 -7.22
C 0.52 0.91 -3.87
C 0.41 0.59 -2.62
C 1.37 0.01 -1.60
C 0.72 -0.96 -0.77
C 1.54 -1.72 0.15
C 2.92 -1.46 0.29
C 3.50 -0.49 -0.58
C 2.78 0.11 -1.61
Os -0.26 0.85 -0.91
P -2.12 -0.06 0.07
H 1.29 2.95 -5.46
H 0.84 -1.39 -5.46
H 2.16 2.74 -7.77
H 1.73 -1.36 -7.78
H 3.26 0.82 -2.30
H -0.21 -1.47 -1.12
H 4.53 -0.19 -0.40
H 0.99 -2.41 0.78
C -2.07 -0.26 1.90
C -3.14 0.54 2.63
H -1.06 0.04 2.21
H -2.12 -1.34 2.09
H -3.16 0.24 3.69
H -2.92 1.62 2.59
H -4.14 0.37 2.21
C -2.91 1.55 -0.45
C -3.32 1.45 -1.91
H -2.09 2.30 -0.37
H -3.73 1.75 0.26
H -3.93 2.32 -2.16
H -2.39 1.46 -2.51
H -3.88 0.53 -2.13
C -3.30 -1.37 -0.35
C -4.69 -1.18 0.28
H -2.84 -2.30 0.01
H -3.36 -1.44 -1.45
H -5.41 -1.85 -0.20
H -4.69 -1.44 1.34
H -5.07 -0.16 0.18
Br 3.78 -2.06 1.80
P 1.22 3.17 1.78
C -0.46 2.53 2.17
C -1.16 3.43 3.20
H -0.31 1.54 2.60
H -1.04 2.43 1.23
H -2.25 3.36 3.13
H -0.87 3.15 4.22
H -0.88 4.48 3.04
C 2.19 2.08 2.92
C 3.44 2.75 3.48
H 2.44 1.15 2.39
H 1.52 1.82 3.75
H 3.91 2.08 4.21
H 4.18 2.96 2.70
H 3.19 3.69 3.99
C 1.84 2.71 0.13
C 2.31 3.89 -0.72
H 0.97 2.22 -0.42
H 2.64 1.98 0.27
H 2.74 3.51 -1.66
H 1.47 4.54 -0.99
H 3.07 4.47 -0.18
C 1.37 -5.09 2.17
N -0.03 -5.42 2.40
C -0.29 -6.83 2.65
C -0.98 -4.47 2.54
O -0.80 -3.25 2.40
H 1.98 -5.44 3.02
H 1.50 -4.01 2.05
H 1.73 -5.61 1.27
H -1.34 -6.94 2.91
H -0.07 -7.43 1.75
H 0.35 -7.20 3.46
H -1.97 -4.92 2.79
*
```

Properties
gap between HOMO and LUMO (spin up / spin down): 6.2 / 3.5 eV
E_LUMO (spin up / spin down): -11.678 / -14.620 eV
relative energy (zero: lowest compared OMol25 entry of this formula, charge and spin): 177.9 kcal per mole

No. 6
Formula: C40H43N3O9P
Source: the Open Molecules 2025 dataset
Level of theory: ωB97M-V with the def2-TZVPD basis set

Structure (ORCA input):
```
! RIJCOSX wB97M-V def2-TZVPD def2/J DEFGRID3
* xyz -1 1
C 6.58 -0.49 4.36
C 5.70 -1.68 3.91
C 4.18 -1.49 4.14
C 3.63 -2.74 4.81
C 3.44 -1.21 2.83
C 3.87 0.22 2.33
C 4.51 0.43 0.97
N 3.63 0.19 -0.13
N 4.94 1.90 0.90
N 5.70 -0.37 0.81
C 3.48 -2.36 1.82
O 2.27 -3.07 1.89
P 0.99 -1.84 2.07
C 0.18 -2.90 3.45
C -1.18 -2.52 3.91
O -1.68 -2.96 4.94
O -1.90 -1.66 3.14
C -3.14 -1.36 3.69
C -3.13 -0.33 4.77
O -4.17 -1.88 3.24
O 2.06 -1.08 3.21
H 6.01 0.41 4.56
H 7.17 -0.73 5.23
H 7.30 -0.26 3.58
H 5.88 -1.88 2.87
H 6.03 -2.55 4.46
H 4.01 -0.66 4.81
H 2.58 -2.64 5.01
H 4.15 -2.94 5.74
H 3.77 -3.60 4.16
H 2.99 0.84 2.43
H 4.60 0.60 3.03
H 3.94 0.74 -0.93
H 2.70 0.51 0.09
H 4.25 2.45 1.39
H 5.78 2.00 1.45
H 6.37 -0.17 1.53
H 6.09 -0.22 -0.11
H 3.76 -2.10 0.81
H 4.25 -3.07 2.15
H 0.18 -2.56 1.08
H 0.07 -0.75 2.20
H 1.59 -1.15 0.95
H 0.09 -3.91 3.06
H 0.80 -2.90 4.33
H -3.74 0.52 4.51
H -2.12 -0.03 5.00
H -3.53 -0.81 5.66
C -5.04 -1.59 -1.69
C -4.85 -1.75 -0.33
C -5.92 -1.68 0.54
C -7.20 -1.44 0.05
C -7.39 -1.26 -1.33
C -6.31 -1.34 -2.19
C -8.74 -0.96 -1.88
O -8.91 -0.81 -3.07
C -9.88 -0.84 -0.93
C -11.14 -0.51 -1.42
C -12.21 -0.41 -0.55
C -12.03 -0.64 0.81
C -10.78 -0.97 1.30
C -9.70 -1.06 0.44
C -8.35 -1.38 0.99
O -8.21 -1.58 2.18
H -4.20 -1.65 -2.37
H -3.85 -1.93 0.07
H -5.76 -1.81 1.60
H -6.46 -1.21 -3.25
H -11.27 -0.34 -2.48
H -13.19 -0.15 -0.93
H -12.87 -0.57 1.49
H -10.63 -1.15 2.36
C 0.42 1.49 -6.90
C 0.67 0.70 -5.79
C 1.69 1.03 -4.91
C 2.46 2.15 -5.15
C 2.22 2.94 -6.28
C 1.19 2.61 -7.15
C 3.07 4.13 -6.57
O 2.86 4.83 -7.55
C 4.19 4.45 -5.64
C 5.02 5.53 -5.91
C 6.05 5.84 -5.05
C 6.25 5.08 -3.89
C 5.43 4.01 -3.62
C 4.40 3.68 -4.49
C 3.54 2.50 -4.19
O 3.72 1.84 -3.19
H -0.39 1.23 -7.58
H 0.07 -0.18 -5.61
H 1.88 0.42 -4.04
H 1.00 3.23 -8.01
H 4.86 6.11 -6.81
H 6.70 6.68 -5.26
H 7.06 5.34 -3.21
H 5.58 3.41 -2.72
*
```

Properties
gap between HOMO and LUMO: 4.9 eV
E_LUMO: 0.411 eV

No. 7
Formula: C4H8O3
Source: the Open Molecules 2025 dataset
Level of theory: ωB97M-V with the def2-TZVPD basis set

Structure (ORCA input):
```
! RIJCOSX wB97M-V def2-TZVPD def2/J DEFGRID3
* xyz 0 1
C -1.25 1.11 -0.88
C -0.49 0.47 0.26
O -1.33 0.48 1.40
C -0.08 -0.98 -0.05
O 1.22 -1.05 -0.67
C 2.24 -0.80 0.14
O 2.16 -0.52 1.32
H -2.15 0.53 -1.11
H -0.62 1.14 -1.78
H -1.54 2.13 -0.61
H 0.43 1.04 0.46
H -0.77 0.28 2.16
H -0.76 -1.45 -0.76
H -0.06 -1.57 0.87
H 3.19 -0.88 -0.41
*
```

Properties
gap between HOMO and LUMO: 11.3 eV
E_LUMO: 0.870 eV
relative energy (zero: lowest compared OMol25 entry of this formula, charge and spin): 22.7 kcal per mole